Record 1
Computed, not measured: 2 unconnected molecules or ions with the total composition C4H9O2 at a distorted geometry, with wB97M-V/def2-TZVPD.

Calculated values
Charge: -1
Energy above the lowest of the compared OMol25 structures with the same formula, charge and spin (eV): 0.2415
Lowest unoccupied orbital energy (eV): 4.0
HOMO level (eV): -3.947
Energy (Ha): -308.336012

```
15
Properties=species:S:1:pos:R:3:forces:R:3:mulliken_charge:R:1
H 2.550583 -1.201347 -0.673671 -0.6 -0.4 0.1 0.2859
H 1.681927 -0.636865 1.618407 0.1 0.0 0.2 0.2409
H -1.666166 0.983025 0.924415 -0.3 0.0 0.4 0.1290
H 2.709214 0.734034 1.054281 0.0 -0.2 0.1 0.3414
H -1.213142 -0.721917 0.689066 0.1 0.3 -0.2 0.1859
C 1.761314 -0.447658 -0.542308 1.2 0.9 -0.4 -0.7245
H 2.072575 0.309705 -1.273326 0.0 0.3 0.2 0.2540
C -1.988106 0.031312 0.499452 0.4 -0.5 -0.3 -0.7469
H 0.931334 0.796453 0.946601 0.1 0.2 0.3 0.1615
H -2.886899 -0.377197 0.967164 -0.2 0.6 -0.1 0.3190
C -2.145718 0.292087 -1.031204 0.0 -0.5 0.0 0.5453
H 0.767521 -0.667337 -0.924688 -0.2 -0.7 0.4 0.2164
C 1.804073 0.148565 0.876024 -0.7 -0.2 -0.9 -0.7631
O -3.145057 0.950934 -1.381062 0.0 0.1 0.1 -0.7409
O -1.233453 -0.193795 -1.749151 -0.1 0.2 0.0 -0.7039
```
Forces are in eV/Å.

---

Record 2
Computed, not measured: C3H3Cl2NO in the gas phase at a distorted geometry, with wB97M-V/def2-TZVPD.

Calculated values
SMILES: O=C1N[C@@H](Cl)[C@@H]1Cl
Energy above the lowest of the compared OMol25 structures with the same formula, charge and spin (eV): 0.3647
Lowest unoccupied orbital energy (eV): 0.6
HOMO level (eV): -10.621
Energy (Ha): -1166.472588

```
10
Properties=species:S:1:pos:R:3:forces:R:3:mulliken_charge:R:1
C -0.064776 -0.310226 0.657134 -0.2 0.7 2.0 -0.0209
O 0.599065 1.209315 -2.188382 0.3 -1.0 1.5 -0.5561
N -0.706408 0.422919 -0.374736 1.2 0.2 0.1 -0.1559
H 2.013822 -0.450556 -0.110436 2.3 -1.9 -0.4 0.4084
C 1.289714 0.239982 0.049389 -1.5 1.7 2.2 -0.1140
H -0.431228 -0.067692 1.787882 1.2 -0.7 -2.8 0.2912
Cl 1.919874 1.674201 0.941479 -0.1 -0.7 -0.3 -0.1818
C 0.456741 0.689439 -1.102910 -1.8 1.6 -1.9 0.3413
H -1.639470 0.286569 -0.627369 -1.5 0.0 -0.8 0.1988
Cl -0.224117 -2.077812 0.337219 0.1 -0.1 0.4 -0.2110
```
Forces are in eV/Å.

---

Record 3
Computed, not measured: a gas-phase ion, C3H4FO3S (charge -1) at a distorted geometry, with wB97M-V/def2-TZVPD.

Calculated values
Charge: -1
SMILES: C=C(F)CS(=O)(=O)[O-]
Energy above the lowest of the compared OMol25 structures with the same formula, charge and spin (eV): 1.1610
Lowest unoccupied orbital energy (eV): 3.9
HOMO level (eV): -5.077
Energy (Ha): -840.480708

```
12
Properties=species:S:1:pos:R:3:forces:R:3:mulliken_charge:R:1
F 2.496121 -0.866299 -0.017426 0.6 -1.0 -0.8 -0.2941
O -2.694455 -0.796984 -0.529400 1.3 1.7 -0.3 -0.7015
H 2.104404 1.673813 1.165196 -0.5 -1.8 -0.8 0.2450
S -1.569649 0.083682 -0.068713 -1.3 -3.7 -0.5 1.0098
H -0.286977 -1.819325 -0.037161 0.2 -2.1 0.4 0.3571
H -0.079502 -0.952042 -1.791447 -0.2 -0.7 2.2 0.2905
O -1.376370 1.365496 -0.705033 -0.4 0.4 -0.2 -0.6309
C -0.124173 -0.991421 -0.637286 2.7 5.7 -0.6 -0.6102
C 1.359832 0.975426 0.663120 -1.3 2.2 -0.1 -0.6961
C 1.369727 -0.135745 -0.041283 -2.4 -1.6 0.4 0.5084
H 0.352409 1.409295 0.615560 0.7 0.2 0.3 0.1358
O -1.551367 0.054104 1.383878 0.6 0.7 0.2 -0.6138
```
Forces are in eV/Å.

---

Record 4
Computed, not measured: a gas-phase ion, C6H8N (charge +1) at a distorted geometry, with wB97M-V/def2-TZVPD.

Calculated values
Charge: +1
SMILES: C[N+]1(C2=CC2)C=C1
Energy above the lowest of the compared OMol25 structures with the same formula, charge and spin (eV): 8.6396
Lowest unoccupied orbital energy (eV): -4.3
HOMO level (eV): -13.601
Energy (Ha): -287.638739

```
15
Properties=species:S:1:pos:R:3:forces:R:3:mulliken_charge:R:1
C -0.916692 -2.204141 -0.574365 0.3 1.3 0.8 -0.5498
C -0.098579 1.296748 -1.337179 5.3 -1.7 1.2 -0.2817
C 1.131917 0.868074 -1.318903 -1.3 0.7 0.3 0.0264
H -0.934669 1.600703 -1.820405 -2.6 0.9 -0.9 0.3972
H 0.489312 2.597932 0.972867 0.0 -0.2 0.0 0.3701
C 0.533622 1.538140 1.210222 1.0 -1.4 1.1 -0.8068
H -1.916470 -2.120416 -1.108486 1.3 0.5 1.0 0.2449
H -0.173136 1.194977 1.976385 -0.6 0.5 -0.7 0.3082
H 2.108371 0.456903 -1.644650 -0.9 0.6 0.3 0.3654
H 1.469865 1.236846 1.747103 -0.3 0.5 -1.1 0.3358
H -0.910790 -1.720166 1.825215 -0.3 -0.4 -0.2 0.3774
C -0.057787 -0.668279 0.125165 -1.4 -1.9 -2.5 -0.2141
H -0.422767 -3.175121 -0.804182 0.4 1.3 -0.1 0.2584
C -0.662590 -1.588054 0.775587 -0.8 -0.1 1.6 0.0163
N 0.360392 0.685853 -0.024374 -0.3 -0.5 -0.8 0.1522
```
Forces are in eV/Å.

---

Record 5
Computed, not measured: a molecular structure, C12H13NSiTl at a distorted geometry, with wB97M-V/def2-TZVPD.

Calculated values
Charge: +1
Lowest unoccupied orbital energy (eV): -5.8
HOMO level (eV): -13.315
Energy (Ha): -981.404138

```
28
Properties=species:S:1:pos:R:3:forces:R:3:mulliken_charge:R:1
C 0.033025 0.026011 3.527343 0.0 0.0 -1.5 0.3868
C 1.836725 -0.094189 -4.809257 -0.8 0.0 0.0 -0.9752
N -0.020075 0.071811 8.817743 0.0 0.0 0.5 -0.3559
C 0.920925 -0.788289 4.191843 0.3 -0.3 -0.4 -0.5077
H 1.617725 -1.425889 3.669243 0.1 0.0 0.0 0.3706
Tl 0.060225 0.018011 1.037143 -0.1 0.0 -0.7 1.7431
H -1.904075 1.620511 -4.380657 -0.1 -0.1 0.1 0.3144
H -1.994575 -1.575789 -4.323757 -0.1 0.1 0.1 0.3156
C -0.008975 0.061111 7.674443 0.0 0.0 0.1 -0.0562
H 2.313625 -0.979189 -4.395957 -0.1 -0.1 0.1 0.3144
Si -0.013275 -0.032389 -4.367557 0.0 0.0 0.5 0.2147
C 0.905525 -0.776189 5.580043 -0.2 0.2 -0.1 -0.6078
H 2.365125 0.775111 -4.426257 -0.1 0.2 0.1 0.3160
H 1.988725 -0.117189 -5.883957 0.0 0.0 -0.2 0.3372
C 0.027725 0.013011 -1.255357 0.1 0.0 4.6 0.0436
C -0.992575 -1.620089 -4.742757 0.4 0.6 -0.1 -0.9758
H -1.556775 1.478411 3.613543 -0.1 0.1 0.0 0.3718
C 0.012025 -0.000289 -2.455757 0.0 0.0 -1.8 -0.7715
H 1.591525 -1.404089 6.127143 0.0 0.0 0.1 0.4660
H -0.360175 2.454911 -4.416557 0.2 0.0 0.1 0.3153
H -1.579575 1.497011 6.071643 0.0 0.0 0.0 0.4658
H -0.500375 -2.496589 -4.329357 0.2 0.0 0.1 0.3151
C -0.870075 0.850311 4.159943 -0.2 0.2 -0.4 -0.4979
C 0.004525 0.048211 6.253343 0.0 0.0 -0.6 0.3744
H -0.996475 1.723211 -5.873557 0.0 0.0 -0.2 0.3376
H -1.095975 -1.781289 -5.811257 0.0 0.0 -0.2 0.3369
C -0.901575 1.593811 -4.799857 0.4 -0.7 0.0 -0.9735
C -0.882875 0.860011 5.548443 0.2 -0.2 -0.1 -0.6178
```
Forces are in eV/Å.

---

Record 6
Computed, not measured: 2 unconnected molecules or ions with the total composition C2H5O3 at a distorted geometry, with wB97M-V/def2-TZVPD.

Calculated values
Energy above the lowest of the compared OMol25 structures with the same formula, charge and spin (eV): 0.2236
Lowest unoccupied orbital energy (alpha / beta) (eV): 0.6 / -3.4
HOMO level (alpha / beta) (eV): -11.348 / -11.108
Energy (Ha): -304.855803
Multiplicity: 2

```
10
Properties=species:S:1:pos:R:3:forces:R:3:mulliken_charge:R:1
O 2.241537 -1.137143 -0.513003 -0.6 0.1 -0.1 -0.6426
O -0.980843 -0.448381 -1.270811 0.0 -0.3 -0.5 -0.2333
H 0.545644 1.013994 0.543988 -0.1 -0.1 0.3 0.2614
C -1.121701 -0.267158 0.011006 0.2 0.8 1.0 0.6357
O -1.653123 -1.056235 0.749786 0.0 -0.4 -0.3 -0.5278
H -1.034362 1.266882 1.413061 0.1 0.2 0.2 0.2591
H 1.577852 -1.063377 0.187789 0.3 -0.2 -0.1 0.3065
H -0.734899 1.842545 -0.277904 -0.2 0.1 0.2 0.3156
C -0.542621 1.072697 0.470235 0.1 -0.3 -0.9 -0.7117
H 1.702515 -1.223824 -1.314148 0.3 0.0 0.2 0.3370
```
Forces are in eV/Å.

---

Record 7
Computed, not measured: 3 unconnected molecules or ions with the total composition C2H10N2O3 at a distorted geometry, with wB97M-V/def2-TZVPD.

Calculated values
SMILES: CNC(N)=O.O.O
Energy above the lowest of the compared OMol25 structures with the same formula, charge and spin (eV): 0.4323
Lowest unoccupied orbital energy (eV): 0.6
HOMO level (eV): -9.973
Energy (Ha): -417.457645

```
17
Properties=species:S:1:pos:R:3:forces:R:3:mulliken_charge:R:1
N -0.663557 0.498777 1.750801 -0.6 0.4 0.1 -0.2496
H -1.123844 0.879074 -0.238297 0.0 0.2 -0.1 0.2025
N 0.630538 -1.303935 2.321153 0.6 -1.1 1.3 -0.3862
O -0.503029 -1.366955 -3.437428 0.1 -0.1 0.0 -0.6454
H 1.400761 -1.948761 2.285337 0.3 0.4 -1.0 0.2186
H -1.121904 2.326300 0.823609 0.0 0.1 -0.3 0.2478
H -1.355291 -0.929551 -3.518485 0.0 0.1 0.0 0.3068
H -2.448031 1.167455 0.901738 -0.1 0.0 0.0 0.3180
O 0.881364 -0.274374 0.299989 0.6 0.0 0.0 -0.6369
C -1.378742 1.273532 0.742468 0.4 -0.1 0.0 -0.7357
C 0.368194 -0.335081 1.404556 -1.2 -0.2 -0.4 0.5498
H 2.283078 0.428312 -2.842039 0.1 0.2 -0.2 0.3057
H 1.891260 0.499448 -1.399890 -0.1 0.1 0.5 0.3926
H -1.269258 0.288352 2.522300 0.5 -0.4 0.4 0.2447
H -0.032939 -0.892841 -2.742727 -0.1 0.0 0.0 0.3366
H 0.250765 -1.371509 3.250342 -0.5 0.7 -0.2 0.1672
O 2.190635 1.061756 -2.123428 -0.1 -0.3 -0.2 -0.6366
```
Forces are in eV/Å.

---

Record 8
Computed, not measured: a molecular structure, C58H47BBrN10OPb at a distorted geometry, with wB97M-V/def2-TZVPD.

Calculated values
Charge: -1
Lowest unoccupied orbital energy (alpha / beta) (eV): 1.5 / 1.1
HOMO level (alpha / beta) (eV): -4.792 / -4.131
Energy (Ha): -5652.913105

```
119
Properties=species:S:1:pos:R:3:forces:R:3:mulliken_charge:R:1
H -3.117721 6.719215 -1.614728 -0.1 -0.1 -0.1 0.4379
C -1.449108 0.013533 -6.209909 0.5 0.6 -1.1 -0.6312
C 3.636996 2.309916 3.881275 1.1 0.0 0.2 -0.4104
H -4.434105 4.007932 0.263912 0.7 0.6 0.0 0.0080
C -5.006333 3.215499 -0.174223 -1.3 0.2 0.7 -1.4323
C -1.649591 1.384241 -5.982201 -1.0 1.3 -0.4 -0.5584
H 2.854268 2.239705 5.939647 0.1 0.1 -0.9 0.3569
H 1.914082 -0.535230 2.455120 -0.3 -0.1 -0.7 0.5791
C 2.548546 -4.603375 -1.849860 0.6 -0.2 0.6 -0.3629
H -2.462051 0.399498 4.009790 -0.1 0.7 0.3 0.0480
H -1.574527 2.130066 -6.803999 0.1 -0.8 0.5 0.3453
H 5.402639 -5.046995 3.434330 -0.4 0.0 -0.2 0.3722
H -4.300247 2.967393 -2.904620 -0.2 0.3 -0.5 0.5778
C -1.409568 6.051036 -2.801184 0.0 0.0 0.0 -0.7900
H -5.515203 2.797129 0.707138 -0.2 -0.1 -0.4 0.3699
N 1.039843 2.269567 -1.271177 -0.2 -2.2 0.8 -0.6981
H 4.131182 2.338739 1.780607 -0.1 -0.1 0.0 0.4907
N 1.583355 -1.341241 0.548629 1.1 -0.6 0.8 0.2759
H -4.444036 4.025766 2.638235 0.1 -0.4 0.5 0.1779
Br 0.739131 -6.031578 4.993345 -0.4 -0.1 0.4 -0.2028
C 4.474641 -5.607175 3.304037 -1.1 0.0 -0.3 -0.5380
C 3.331516 2.310383 2.512421 0.8 0.1 0.9 -0.6807
C 1.014297 2.400435 3.082761 0.2 0.0 -0.2 -0.3350
C 2.443162 3.658739 -2.668245 -0.2 0.2 -0.5 0.7607
C -2.385693 -2.730143 0.998082 -0.5 3.0 0.2 0.3820
C 2.022679 2.338733 2.122276 -0.9 0.3 -1.9 0.7143
C 3.239706 -3.051328 -0.006699 -1.7 -1.2 0.3 -0.1313
H -1.993420 -5.128544 -2.990470 0.1 -0.1 0.2 0.4119
C 2.294316 -6.344950 4.007474 1.3 -0.4 -0.7 0.0651
H 2.707575 -5.562727 -2.421776 -0.1 1.1 0.9 0.2986
H 1.147691 -3.700684 -3.280359 0.2 -0.3 0.7 0.3759
H 5.673951 4.462667 -4.700194 0.2 0.2 0.1 0.3576
C -3.929528 3.456945 3.436681 0.9 0.3 -0.7 -1.5650
C 4.081318 -2.612750 1.038668 0.5 0.5 0.2 -0.2597
H 4.828729 2.135993 -4.548976 0.0 0.3 -0.1 0.3562
H -0.436173 3.895321 0.213385 -0.3 -0.4 0.5 0.3213
N -2.388861 1.884858 2.033180 1.4 1.0 -0.5 0.8392
O 0.674923 -1.510645 -2.122641 0.6 -0.8 1.3 -0.8926
C -2.156923 1.843543 -4.766269 0.3 -2.1 0.6 -0.6755
C -2.208772 -3.927765 -1.223727 0.7 -0.7 0.6 -0.0172
H -1.956093 -1.060237 -3.008789 0.0 -0.6 0.1 -0.0339
N -2.798978 0.511564 -1.309186 0.9 1.6 -0.7 -0.4989
C -1.976704 -5.124356 -1.902213 -0.6 0.8 0.3 -0.5522
H 1.361923 -7.848020 2.846868 -0.3 -0.6 -0.1 0.4305
C 1.183800 3.351127 -1.837224 0.3 1.4 -0.6 -0.8370
C 0.085725 4.430047 -1.745169 -0.6 0.1 -0.7 0.1068
H -1.186065 4.131673 4.050590 0.3 -0.2 0.1 0.5182
H -2.123978 -5.213935 1.981403 0.0 0.6 -0.1 0.2491
H -3.359383 -1.038366 4.696389 0.5 0.7 -0.2 0.2960
H -1.644832 -7.231572 -1.667820 0.1 -0.1 -0.3 0.3713
C -1.913269 5.240523 -0.613958 0.2 -0.3 0.2 0.0114
C -0.270766 5.237496 -2.843610 -0.8 -0.3 1.2 -0.1079
H -2.276607 -2.994990 -1.757173 -0.2 0.2 0.0 0.3619
C 4.117877 -6.147282 2.006524 1.6 0.4 0.5 0.0820
C 4.792042 4.266490 -4.111637 -1.5 0.3 -0.3 -0.5121
C 4.289261 2.961276 -4.088842 0.2 -0.2 1.1 -0.5600
H -4.590546 2.727492 3.888495 -0.1 -0.3 -0.2 0.2706
C 2.052378 -2.289620 -0.293371 1.1 0.1 0.2 0.1739
C 1.302407 2.357161 4.458901 0.7 -0.1 -1.0 -0.7916
C 1.654296 -3.657775 -2.301877 0.1 0.8 0.2 -0.5823
H 3.061043 -7.686895 0.948264 -0.2 0.4 0.6 0.4023
C -0.381672 2.523722 2.687608 -1.9 0.1 0.1 -0.1123
H 2.177758 5.779549 -2.504471 0.3 0.1 0.2 0.4878
C 3.158423 -7.149627 1.905939 -0.2 -0.5 -0.4 -0.2307
C -2.986711 1.174927 -2.482119 -1.4 1.5 2.1 -0.2163
N 4.559892 -5.356554 0.994580 1.2 1.4 0.8 -0.3106
C 2.640344 2.285794 4.853627 -0.4 0.1 0.4 -0.6881
C 3.186267 2.627549 -3.301509 -0.2 1.5 0.1 -0.4953
H -2.505434 5.148990 0.276865 -0.4 0.3 0.3 0.4775
C -1.804181 -6.314157 0.199646 -0.4 0.9 0.9 -0.6524
C -2.501783 -0.664564 4.090427 -1.6 -1.4 -0.9 -1.2108
C 2.265405 -7.288095 2.948821 -0.5 1.7 0.7 -0.2939
H 4.156935 -1.112364 2.718539 -0.3 -0.9 -0.9 0.4061
H -1.312649 -0.345066 -7.251951 0.2 0.3 0.9 0.3306
C -2.223577 -3.933001 0.190671 -0.2 0.3 -0.2 0.9329
N -2.610151 -1.471030 0.492228 -0.2 -1.7 0.2 -0.5907
C -1.879498 -0.439151 -3.874129 0.4 0.6 -2.1 0.7052
N -2.801661 -0.619734 1.538168 0.7 -0.8 -0.4 0.7852
C -2.086302 -5.111855 0.901560 0.8 -2.2 -0.7 -1.0653
H 3.478678 -4.863766 5.090600 0.1 -0.5 -0.2 0.3981
N -3.417553 1.230048 -0.307775 -0.5 -1.0 0.0 0.4991
N -1.020268 1.750897 1.809512 -0.6 -0.9 0.8 1.1295
H 1.776297 2.402294 1.002152 0.2 -0.2 1.8 -0.0285
C -4.170825 2.223532 -0.869621 1.3 -0.2 -0.8 0.7579
H 4.707590 2.354989 4.186427 -0.9 -0.2 -0.2 0.3347
C 3.450027 -5.549684 4.236179 -0.3 -0.7 -0.1 -0.3633
H 5.080648 -3.043177 1.127771 -0.5 0.1 0.1 0.5437
C -1.804043 -6.289126 -1.167569 0.3 -0.7 -0.8 -0.4904
H -1.251400 -1.912842 -5.251532 0.3 -0.1 -0.4 0.4091
C -2.269680 6.053183 -1.679281 1.2 0.0 -0.8 -0.8024
C -2.628207 -1.292712 2.707390 0.7 -0.4 0.1 0.2478
H -5.751506 3.704217 -0.854610 0.6 -0.7 0.5 0.4096
C -2.604453 2.915147 2.932444 1.0 -1.3 -0.2 0.2601
H 0.484442 2.358542 5.161053 0.0 0.0 0.2 0.4875
H -1.616664 -1.065127 4.538897 0.6 0.0 0.3 0.3520
H 0.296339 5.179319 -3.741887 0.4 0.1 -0.6 0.6563
C 4.014729 5.312372 -3.556834 0.3 -1.3 0.1 -0.7237
H -1.553869 6.681437 -3.688579 -0.4 -0.2 0.5 0.3059
N 4.072404 -5.428162 -0.184961 -2.2 -0.9 -0.6 -0.7458
Pb -0.121281 0.270552 -0.631537 -0.5 0.6 0.0 1.9973
C 1.401932 -2.429268 -1.564253 -0.6 -0.6 -2.4 0.5374
H -2.278134 -3.428595 3.156117 0.2 0.6 -0.7 0.3136
C 3.317691 -4.380217 -0.617990 1.0 0.3 -2.1 0.2877
C -2.357643 -2.632642 2.393752 -0.6 0.3 1.2 -0.9194
C 2.300103 -1.182826 1.649343 0.0 1.7 1.1 -0.2964
C 3.622471 -1.616700 1.876663 -0.4 -0.1 -0.1 -1.1012
H -2.420412 2.850991 -4.487161 0.1 0.3 -0.5 0.3859
B -3.307865 0.845588 1.306490 0.3 0.4 -1.3 -1.0681
H -1.568807 -7.260044 0.706694 -0.3 0.6 0.0 0.3687
C -0.767330 4.465639 -0.629738 1.0 0.2 -1.0 -0.2457
H -4.380751 0.967158 1.751902 -0.9 0.2 0.4 -0.0856
C -3.884745 2.260297 -2.227510 0.5 -1.2 0.5 -1.1014
C 2.837354 4.995506 -2.853764 0.6 -0.4 -0.6 -0.2376
C -1.331433 3.304176 3.371914 -1.4 0.4 0.0 -0.8473
H 2.918289 1.594748 -3.190980 -0.4 -0.2 0.1 0.4587
C -2.337097 0.856069 -3.755788 0.1 0.3 0.7 0.8148
H 4.366970 6.328053 -3.657075 -0.1 0.2 0.0 0.3744
H -3.631075 4.144251 4.226084 -0.3 0.2 0.0 0.4794
C -1.428544 -0.852973 -5.153737 -0.9 -0.7 1.7 -0.5508
```
Forces are in eV/Å.